Entry 1:
Here is 2 unconnected molecules or ions with the total composition C2H2S3 in a non-equilibrium geometry from the Open Molecules 2025 dataset. Energies are from wB97M-V/def2-TZVPD.

Geometry as XYZ:
```
7
Properties=species:S:1:pos:R:3:forces:R:3
C -1.164 -0.149 0.486 0.28 -0.57 1.04
C -1.832 0.120 -0.451 -0.38 0.53 -1.03
S 2.064 -1.552 0.292 0.01 -0.20 -0.51
S 1.977 1.604 0.404 -0.06 -0.77 -1.20
S 1.947 0.032 -0.756 0.17 0.96 1.68
H -0.671 -0.503 1.343 0.40 -0.04 0.48
H -2.321 0.448 -1.319 -0.42 0.10 -0.46
```
Positions in Å, forces in eV/Å.

As for the relative energy (zero: lowest compared OMol25 entry of this formula, charge and spin): 197.9 kJ/mol. The largest force on an atom comes out at 1.9 eV/Å. Its HOMO-LUMO gap (alpha / beta) is 0.2567 / 0.2567 Eh. For the molar mass, the calculation gives 122.239 g mol⁻¹.

natural (NBO) population analysis, charges in e, atoms 1 to 4: -0.244, -0.231, -0.195, -0.204

Entry 2:
Here is a molecular structure, C45H88BrCl36NO4S in a non-equilibrium geometry from the Open Molecules 2025 dataset. Energies are from wB97M-V/def2-TZVPD.

Geometry as XYZ:
```
176
Properties=species:S:1:pos:R:3:forces:R:3
C -6.625 1.638 -5.337 0.91 0.06 0.23
C -5.026 1.613 -5.283 -1.32 0.20 0.23
C -4.555 3.083 -4.982 0.36 -0.76 -0.51
C -2.997 3.312 -5.062 0.10 0.33 1.15
C -2.473 4.046 -3.747 -0.17 -0.18 -0.33
C -1.822 3.098 -2.670 -0.87 -0.45 -0.33
C -2.730 1.828 -2.392 0.50 1.23 1.04
C -3.986 2.312 -1.540 0.40 -1.57 -0.15
C -4.049 1.483 -0.180 -1.54 0.90 -0.20
C -3.404 2.238 1.051 0.07 -0.07 -0.63
C -1.956 1.703 1.432 -1.47 0.44 0.47
C -2.123 0.475 2.451 0.45 0.35 -1.28
C -1.553 -0.803 1.699 -0.57 -0.40 -0.21
C 0.002 -0.693 1.670 -0.01 1.90 0.34
N 0.625 -0.318 2.986 0.91 -0.22 -0.87
C 1.131 1.071 2.951 0.85 0.31 0.74
C 1.684 -1.234 3.345 1.04 -1.15 1.05
C 3.203 -0.969 3.014 -0.54 0.10 0.57
O 1.460 -2.260 3.969 -0.40 1.12 -0.84
O 0.748 -1.823 1.195 -1.75 -0.86 -0.51
S 0.126 -2.573 -0.145 0.27 2.12 -0.16
O -0.241 -1.432 -1.071 -1.09 -0.67 5.30
O -1.266 -3.387 0.280 1.40 1.07 0.51
C -1.447 -3.470 1.716 -1.04 0.00 0.59
C -2.181 -2.170 2.197 0.30 0.67 2.27
C -2.035 -2.159 3.796 -0.64 -1.14 -0.16
C -2.394 -3.567 4.455 0.14 0.30 0.96
C -1.090 -4.219 5.043 -0.17 1.11 -0.14
Br -1.480 -5.609 6.418 0.18 0.43 -0.81
C -3.734 -2.115 1.908 -0.66 -0.83 -0.24
C -4.331 -3.201 0.948 -1.21 0.73 -0.82
C -4.169 -2.839 -0.604 0.58 -0.17 0.79
C -3.850 -4.084 -1.498 -0.81 0.07 -0.68
C -4.767 -5.339 -1.251 0.42 -0.57 -0.27
H -6.994 2.068 -6.306 0.25 -0.53 0.86
H -6.964 2.294 -4.498 0.23 -0.59 -1.07
H -7.038 0.619 -5.135 0.17 0.79 -0.47
H -4.770 0.889 -4.461 0.09 0.82 -0.64
H -4.606 1.193 -6.229 -0.22 0.46 0.64
H -5.041 3.752 -5.742 0.24 -0.52 0.69
H -4.983 3.373 -3.982 0.80 -0.41 -1.17
H -2.412 2.356 -5.154 -1.00 1.02 -0.14
H -2.740 3.981 -5.919 -0.25 -0.78 0.50
H -3.366 4.551 -3.285 0.89 -0.31 -0.31
H -1.768 4.853 -4.056 -0.35 -0.58 0.45
H -1.810 3.677 -1.709 0.48 -0.55 -0.72
H -0.798 2.744 -2.941 -0.71 0.60 0.08
H -2.151 1.111 -1.746 -0.40 0.62 -0.68
H -2.997 1.270 -3.317 0.07 0.56 0.62
H -3.957 3.405 -1.291 0.14 -0.85 -0.34
H -4.895 2.134 -2.172 0.51 0.09 0.75
H -3.685 0.434 -0.323 -0.09 0.88 0.11
H -5.150 1.388 0.040 0.99 -0.07 -0.03
H -4.125 2.150 1.903 0.82 0.05 -0.42
H -3.386 3.332 0.787 0.16 -0.95 0.27
H -1.398 2.560 1.874 -0.18 -0.74 -0.29
H -1.484 1.387 0.467 -0.07 0.29 0.90
H -1.633 0.658 3.433 -0.19 -0.22 -0.77
H -3.217 0.403 2.642 0.86 -0.34 -0.09
H -1.913 -0.665 0.640 0.56 -0.28 0.86
H 0.260 0.169 0.989 -0.39 -0.86 0.42
H 0.313 1.826 2.971 0.55 -0.75 -0.25
H 1.712 1.226 3.902 -0.53 -0.04 -0.85
H 1.847 1.243 2.098 -0.87 0.08 0.57
H 3.736 -0.711 3.982 -0.68 -0.14 -1.21
H 3.616 -1.955 2.681 -0.42 0.96 0.13
H 3.348 -0.166 2.260 0.12 -0.67 0.52
H -0.498 -3.691 2.278 -0.65 0.66 -0.74
H -2.073 -4.385 1.890 0.43 0.97 -0.36
H -2.790 -1.442 4.214 1.02 -0.35 -0.44
H -1.001 -1.912 4.127 -0.80 0.16 -0.40
H -3.052 -3.360 5.343 0.55 -0.27 -0.82
H -2.982 -4.240 3.790 0.56 0.37 0.43
H -0.554 -3.410 5.602 -0.43 -0.92 -0.43
H -0.382 -4.599 4.274 -0.64 -0.12 0.68
H -4.288 -2.207 2.884 0.59 0.05 -0.82
H -4.068 -1.125 1.489 0.59 -0.83 0.34
H -4.036 -4.254 1.158 0.10 0.86 -0.03
H -5.447 -3.174 1.111 1.01 -0.23 0.12
H -5.092 -2.304 -0.958 0.73 -0.64 0.30
H -3.344 -2.082 -0.658 -0.52 -0.68 -0.29
H -2.788 -4.425 -1.449 -0.75 0.56 0.33
H -4.017 -3.780 -2.570 0.29 -0.25 0.91
H -4.174 -6.237 -1.581 -0.69 0.70 0.29
H -5.040 -5.526 -0.186 0.26 0.31 -0.70
H -5.710 -5.356 -1.852 0.78 0.29 0.53
C -0.257 1.755 -7.648 -0.01 -0.06 -0.05
Cl -0.935 3.297 -8.187 0.05 -0.01 -0.09
Cl -0.249 1.635 -5.878 0.48 -0.26 -0.16
H -0.858 0.946 -8.052 0.01 0.22 0.17
H 0.763 1.673 -8.011 -0.05 0.07 0.11
C 7.138 -1.052 4.515 0.05 -0.12 0.14
Cl 7.224 -0.785 2.771 0.10 -0.15 -0.02
Cl 6.014 0.080 5.273 -0.03 0.02 0.11
H 6.796 -2.067 4.693 -0.08 0.11 -0.06
H 8.123 -0.912 4.952 -0.07 0.12 -0.10
C 1.144 -2.835 -4.194 -0.37 -1.10 -0.23
Cl 2.896 -2.618 -4.031 0.07 0.03 -0.02
Cl 0.334 -2.755 -2.611 1.47 -1.26 -5.48
H 0.747 -2.045 -4.825 0.08 0.05 0.16
H 0.956 -3.805 -4.654 0.20 0.11 -0.08
C -8.145 1.001 0.639 -0.17 -0.19 -0.17
Cl -7.650 2.436 1.547 -0.02 0.10 -0.08
Cl -7.120 -0.390 1.019 -0.06 -0.10 0.00
H -9.173 0.758 0.896 0.12 0.02 0.14
H -8.068 1.221 -0.426 0.10 -0.16 0.55
C 0.658 5.131 5.215 0.10 0.18 -0.02
Cl 0.347 6.093 3.763 0.07 0.03 -0.01
Cl -0.446 3.753 5.322 0.02 -0.08 0.11
H 1.680 4.762 5.180 -0.11 -0.04 -0.10
H 0.520 5.761 6.094 -0.05 -0.27 -0.73
C 1.239 -1.872 -8.879 -0.25 0.08 0.13
Cl 2.095 -1.222 -7.478 0.16 -0.01 0.06
Cl -0.484 -1.472 -8.805 -0.12 -0.24 -0.12
H 1.663 -1.445 -9.776 -0.20 0.16 0.14
H 1.349 -2.951 -8.895 -0.09 0.09 0.11
C 2.750 -3.430 -11.964 0.12 -0.11 -0.15
Cl 3.579 -2.773 -10.544 0.51 -0.25 -0.32
Cl 1.021 -3.055 -11.947 -0.02 -0.06 -0.11
H 3.192 -2.999 -12.857 -0.06 0.08 0.12
H 2.874 -4.508 -11.974 -0.06 0.09 0.12
C 6.866 1.524 -0.025 -0.19 -0.02 0.22
Cl 6.834 3.280 0.161 -0.06 -0.05 0.05
Cl 8.032 1.030 -1.259 -0.09 -0.07 -0.08
H 7.137 1.073 0.924 0.14 0.15 -0.10
H 5.878 1.183 -0.322 0.10 0.09 -0.11
C -7.229 -7.080 -4.426 -0.11 -0.08 -0.05
Cl -7.588 -5.416 -3.946 -0.15 0.00 -0.08
Cl -5.530 -7.470 -4.151 0.03 -0.14 -0.07
H -7.845 -7.756 -3.841 0.10 0.10 0.05
H -7.451 -7.198 -5.483 0.09 0.11 0.06
C -0.667 -0.700 7.615 0.06 0.04 0.15
Cl -0.977 0.262 6.166 0.11 0.08 0.05
Cl -1.772 -2.077 7.726 0.06 0.04 0.12
H 0.354 -1.070 7.581 -0.11 -0.04 -0.12
H -0.803 -0.070 8.489 -0.09 -0.04 -0.10
C 7.155 0.650 9.164 -0.15 -0.08 0.06
Cl 7.147 2.398 9.417 -0.06 -0.02 0.05
Cl 8.346 0.179 7.946 0.10 -0.10 0.07
H 7.399 0.160 10.102 0.09 0.09 -0.08
H 6.169 0.338 8.829 0.10 0.09 -0.09
C 4.280 -6.422 -3.901 -0.09 0.10 0.17
Cl 3.580 -6.967 -5.431 -0.11 0.01 0.04
Cl 6.026 -6.193 -4.043 -0.01 0.03 0.10
H 3.821 -5.476 -3.620 0.11 -0.05 -0.16
H 4.083 -7.169 -3.137 0.08 -0.04 -0.14
C -7.248 4.046 -1.871 0.07 0.24 0.19
Cl -6.691 4.910 -3.309 -0.33 0.37 0.32
Cl -7.870 2.445 -2.297 -0.17 0.24 0.04
H -6.418 3.924 -1.180 0.01 -0.08 -0.15
H -8.038 4.625 -1.400 -0.04 -0.12 -0.12
C 1.154 7.835 8.665 0.01 0.07 0.15
Cl 1.787 8.717 7.270 -0.03 -0.11 -0.09
Cl 0.540 6.244 8.188 -0.10 0.08 0.79
H 1.955 7.701 9.394 -0.50 -0.07 -0.62
H 0.343 8.407 9.107 -0.01 -0.06 -0.15
C 11.202 -0.594 -0.680 -0.13 0.00 -0.17
Cl 11.081 -2.109 0.223 -0.03 -0.03 -0.05
Cl 12.390 0.495 0.050 -0.08 0.17 0.02
H 11.507 -0.816 -1.699 0.09 -0.05 0.12
H 10.231 -0.106 -0.680 0.17 -0.06 0.15
C 14.598 -1.862 -1.415 -0.04 0.03 0.14
Cl 13.914 -2.517 -2.909 -0.12 -0.01 0.01
Cl 16.330 -1.553 -1.580 0.00 0.02 0.07
H 14.094 -0.930 -1.179 0.16 -0.09 -0.12
H 14.443 -2.579 -0.613 0.05 -0.02 -0.13
C 4.101 9.837 10.349 0.15 0.21 -0.04
Cl 2.820 10.850 9.674 0.11 0.13 0.17
Cl 3.493 8.240 10.810 0.62 0.07 0.55
H 4.883 9.714 9.605 -0.15 -0.08 -0.02
H 4.504 10.325 11.231 -0.14 -0.09 0.00
C 2.546 0.842 -2.604 -0.15 -0.19 -0.01
Cl 1.593 1.962 -1.623 -0.03 -0.06 0.03
Cl 4.280 1.176 -2.465 0.00 -0.07 -0.13
H 2.355 -0.172 -2.265 0.03 0.10 0.06
H 2.251 0.947 -3.645 0.07 0.11 0.07
```
Positions in Å, forces in eV/Å.

The largest force on an atom comes out at 5.8 eV/Å. Its HOMO-LUMO gap is 0.3402 Eh. For the molar mass, the calculation gives 2095.481 g mol⁻¹.

Mulliken population analysis, charges in e, atoms 1 to 4: -0.882, -0.213, 0.424, -0.060

Entry 3:
Here is a molecular structure, C11H11MnN3O5 in a non-equilibrium geometry from the Open Molecules 2025 dataset. Energies are from wB97M-V/def2-TZVPD.

Geometry as XYZ:
```
31
Properties=species:S:1:pos:R:3:forces:R:3
Mn 0.357 0.494 0.592 -0.20 -1.45 -0.35
O 2.542 -1.217 -0.458 -2.12 2.15 1.98
C 1.800 -0.536 0.118 3.23 -3.41 -2.18
C -1.339 1.212 0.574 -4.00 2.74 0.48
O -2.384 1.693 0.633 2.80 -1.58 -0.36
C -0.468 -0.706 1.683 -2.31 -4.75 1.39
O -1.093 -1.620 1.993 1.39 2.36 -0.20
C 0.577 1.013 -1.108 -1.15 1.92 -7.71
O 0.493 1.310 -2.233 0.77 -1.23 4.40
C -1.363 -2.728 -2.171 4.67 1.93 1.98
H -0.452 -2.169 -2.535 -1.09 -1.53 -2.11
H -0.882 -3.015 -1.183 -1.66 -1.43 -0.78
C -2.478 -1.950 -2.038 -0.23 4.11 3.39
H -2.873 -1.787 -0.999 -1.48 -1.93 -1.16
H -2.314 -0.841 -2.256 -0.49 -1.52 -1.67
C 0.870 5.471 1.072 0.35 0.92 0.59
N 1.245 4.153 1.754 1.18 1.53 1.81
C 1.895 3.985 2.959 -1.02 1.32 -2.02
C 2.243 2.722 3.488 0.01 -0.03 -0.40
C 1.923 1.593 2.650 -0.20 -0.93 -0.49
N 1.342 1.817 1.460 -0.08 2.11 0.76
C 0.915 3.083 0.964 0.50 -1.44 0.78
O 0.283 3.272 -0.044 0.44 -0.67 0.35
N 2.076 0.291 2.996 0.23 -0.24 -0.98
H 1.276 5.494 0.032 0.08 -0.18 1.02
H 1.281 6.299 1.700 -0.42 -0.69 -0.62
H -0.235 5.560 0.936 0.84 -0.30 0.58
H 2.122 4.950 3.412 0.10 -0.40 0.41
H 2.747 2.567 4.452 -0.26 0.44 -0.39
H 2.646 -0.128 3.719 0.17 0.92 0.65
H 1.937 -0.434 2.259 -0.04 1.25 0.86
```
Positions in Å, forces in eV/Å.

Its expectation value of S² is 6.070. As for the relative energy (zero: lowest compared OMol25 entry of this formula, charge and spin): 360.3 kJ/mol. The largest force on an atom comes out at 8.0 eV/Å. As for the total charge: +3. Its HOMO-LUMO gap (alpha / beta) is 0.2587 / 0.1635 Eh. For the molar mass, the calculation gives 320.163 g mol⁻¹. As for the spin multiplicity: 5.

natural (NBO) population analysis, charges in e, atoms 1 to 4: -0.218, -0.352, 0.571, 0.615

Entry 4:
Here is a molecular structure, C15H20BMgN3O4 in a non-equilibrium geometry from the Open Molecules 2025 dataset. Energies are from wB97M-V/def2-TZVPD.

Geometry as XYZ:
```
44
Properties=species:S:1:pos:R:3:forces:R:3
Mg 2.715 0.253 2.210 1.20 0.75 1.62
C -0.051 1.927 5.086 0.09 0.05 -0.21
C 1.017 1.188 4.343 -0.24 1.57 -0.34
N 1.737 1.777 3.455 0.11 0.08 -0.51
O 1.411 3.116 3.211 -0.15 -0.32 0.41
C 1.306 -0.199 4.617 0.14 -1.26 0.59
C 0.434 -1.017 5.526 0.41 -0.05 -0.17
N 2.368 -0.669 4.047 -0.20 -0.41 -0.12
O 2.736 -1.906 4.214 0.25 -0.15 0.22
H -0.678 2.472 4.378 0.01 0.00 0.06
H 0.440 2.665 5.720 -0.08 0.10 0.08
H -0.662 1.274 5.697 0.01 -0.04 0.01
H 1.997 3.394 2.496 -0.02 -0.20 0.10
H 0.422 -0.603 6.534 -0.08 0.01 0.06
H 0.848 -2.022 5.565 -0.07 0.04 0.02
H -0.585 -1.064 5.145 -0.09 0.02 0.04
N 4.844 -1.344 3.053 0.71 1.15 -1.03
C 4.845 -0.312 2.510 0.56 -0.69 0.39
H 4.131 -1.906 3.621 -1.13 -0.42 0.79
C -2.408 -1.666 -4.734 0.11 0.19 -0.01
C -1.644 -0.355 -4.501 -0.04 0.01 -0.20
C -2.568 0.850 -4.742 0.12 -0.17 0.01
C -0.512 -0.272 -5.528 -0.18 -0.03 0.17
C -1.135 -0.317 -3.067 -0.11 0.01 0.02
C -2.065 -0.324 -2.025 0.00 0.00 -0.12
C -1.705 -0.239 -0.691 0.23 0.04 0.27
C -0.358 -0.143 -0.409 0.14 -0.09 -1.12
O 0.294 -0.006 0.776 -0.61 0.00 0.39
B 1.657 0.063 0.481 -0.55 -0.18 -1.26
O 1.827 -0.044 -0.891 0.42 0.00 -0.48
C 0.587 -0.163 -1.438 -0.97 0.01 0.36
C 0.222 -0.253 -2.766 0.19 0.04 0.24
H -2.754 -1.718 -5.764 -0.10 -0.03 -0.13
H -3.269 -1.751 -4.075 -0.12 -0.01 0.06
H -1.759 -2.519 -4.548 0.07 -0.11 0.02
H -2.893 0.870 -5.781 -0.09 -0.02 -0.10
H -2.037 1.777 -4.535 0.03 0.10 0.03
H -3.449 0.814 -4.107 -0.12 0.02 0.06
H -0.937 -0.265 -6.529 -0.04 -0.03 -0.12
H 0.154 -1.128 -5.452 0.16 -0.07 -0.01
H 0.059 0.646 -5.406 0.13 0.07 0.00
H -3.116 -0.385 -2.256 -0.14 -0.01 -0.06
H -2.451 -0.234 0.086 -0.07 0.00 0.14
H 0.983 -0.261 -3.526 0.11 0.03 -0.14
```
Positions in Å, forces in eV/Å.

As for the relative energy (zero: lowest compared OMol25 entry of this formula, charge and spin): 129.0 kJ/mol. The largest force on an atom comes out at 2.2 eV/Å. Its HOMO-LUMO gap is 0.3019 Eh. For the molar mass, the calculation gives 341.459 g mol⁻¹.

natural (NBO) population analysis, charges in e, atoms 1 to 4: 1.464, -0.683, 0.258, -0.288

Entry 5:
Here is a single C4H8O2Se molecule in a non-equilibrium geometry from the Open Molecules 2025 dataset. Energies are from wB97M-V/def2-TZVPD.

Geometry as XYZ:
```
15
Properties=species:S:1:pos:R:3:forces:R:3
C 0.777 -0.796 -1.107 -0.76 -1.06 0.60
C 0.983 1.503 0.619 -4.14 -2.22 -5.90
C -0.486 -0.999 -0.220 1.84 -1.18 0.61
C -0.928 0.208 0.512 0.22 4.04 1.45
O -0.123 -2.030 0.684 -0.18 -0.24 1.22
O -1.764 0.944 -0.279 -0.80 1.03 -1.58
Se 2.147 0.228 -0.101 0.54 -1.19 -0.41
H 1.005 -1.913 -1.267 0.52 1.99 -0.23
H 0.444 -0.298 -2.006 0.42 0.20 -0.46
H 0.673 2.216 -0.238 0.32 -0.82 1.87
H 1.218 1.887 1.506 0.88 1.49 3.55
H -1.173 -1.500 -0.935 -0.36 0.87 0.71
H -1.319 0.337 1.580 1.16 -1.37 -1.26
H 0.488 -1.690 1.370 -0.35 -0.06 -0.71
H -1.941 1.903 -0.119 0.70 -1.47 0.54
```
Positions in Å, forces in eV/Å.

As for the relative energy (zero: lowest compared OMol25 entry of this formula, charge and spin): 339.1 kJ/mol. The largest force on an atom comes out at 7.5 eV/Å. Its HOMO-LUMO gap is 0.3079 Eh. For the molar mass, the calculation gives 167.066 g mol⁻¹.

natural (NBO) population analysis, charges in e, atoms 1 to 4: -0.573, -0.682, -0.016, 0.199